<1>
15
Properties=species:S:1:pos:R:3 method="wB97M-V/def2-TZVPD" spin_multiplicity=1 total_charge=+1 homo_lumo_gap_ev="7.30 / 7.30" lumo_energy_ev="-6.6 / -6.6"
I -1.971 -2.317 -0.064
N 1.990 -0.754 0.825
I -4.144 1.140 0.032
C -1.562 0.850 -1.600
H -2.357 1.066 -2.322
H -0.842 0.043 -1.966
H 1.908 -0.185 1.683
O -1.708 0.076 2.025
H 2.712 -1.505 0.951
H -0.794 1.527 -1.428
H -2.629 0.255 2.358
C -2.162 0.429 -0.323
H 2.510 0.000 0.362
H -0.215 -0.180 0.818
C -1.351 -0.035 0.760

***

<2>
15
Properties=species:S:1:pos:R:3 method="wB97M-V/def2-TZVPD" spin_multiplicity=1 total_charge=+1 homo_lumo_gap_ev=8.68 smiles=CC[NH2+][C@H](I)OI lumo_energy_ev=-5.1
H 0.370 -1.529 0.526
H 1.144 -1.111 -1.599
H -0.471 0.746 -1.213
O 1.906 0.625 -1.202
H 0.565 0.025 0.911
H -2.789 0.972 0.327
I 2.521 1.932 0.234
N 0.287 -0.571 0.145
H -1.292 1.473 1.360
C -0.986 0.086 -0.340
H -1.608 -0.621 -0.965
H -2.189 -0.080 1.482
C 1.481 -0.693 -0.742
I 2.869 -1.943 0.288
C -1.807 0.690 0.789

***

Bottom line: <2>, by a margin of 32.8 kJ/mol.

***

<1>
8
Properties=species:S:1:pos:R:3 method="wB97M-V/def2-TZVPD" spin_multiplicity=1 homo_lumo_gap_ev=9.54 smiles="O=CCS" lumo_energy_ev=-0.2
H 0.404 -1.177 -0.962
S -0.314 0.991 -1.153
H 0.666 0.742 1.217
H -1.223 -0.800 -0.129
C -0.308 -0.464 -0.226
C 0.427 -0.335 1.050
H -1.124 2.061 -0.588
O 0.698 -1.486 1.746

***

<2>
8
Properties=species:S:1:pos:R:3 method="wB97M-V/def2-TZVPD" spin_multiplicity=1 homo_lumo_gap_ev="7.61 / 6.41" lumo_energy_ev="-1.4 / -1.9"
H 0.723 0.299 1.419
O 1.300 0.552 -0.475
C 0.387 0.497 0.338
C -1.859 -0.465 0.065
H -2.521 -0.021 -0.669
H -2.093 0.043 1.008
H 3.619 -0.401 -0.777
S 3.246 0.455 0.060

***

<3>
8
Properties=species:S:1:pos:R:3 method="wB97M-V/def2-TZVPD" spin_multiplicity=1 homo_lumo_gap_ev=8.51 smiles="COC=S" lumo_energy_ev=0.0
H 1.233 -0.091 -1.047
O -0.321 -0.628 -0.013
C -1.154 0.359 0.131
H -0.851 1.486 0.321
C 1.056 -0.337 -0.064
H 1.395 0.477 0.544
S -2.949 0.096 -0.064
H 1.591 -1.362 0.192

***

Bottom line: <3>, by a margin of 58.9 kJ/mol.

***

<1>
9
Properties=species:S:1:pos:R:3 method="wB97M-V/def2-TZVPD" spin_multiplicity=1 homo_lumo_gap_ev=9.27 smiles="C#C/C(C#N)=C/Cl" lumo_energy_ev=-0.5
C 0.498 -0.189 0.222
H 0.523 1.720 -0.708
C 1.928 -0.222 0.264
C -0.029 0.910 -0.331
Cl -1.676 1.194 -0.526
C -0.355 -1.300 0.447
N -1.038 -2.248 0.634
H 4.179 -0.081 0.344
C 3.134 -0.232 0.211

***

<2>
9
Properties=species:S:1:pos:R:3 method="wB97M-V/def2-TZVPD" spin_multiplicity=1 homo_lumo_gap_ev="6.99 / 7.01" lumo_energy_ev="-1.9 / -2.0"
C 1.040 -0.704 0.507
C 2.010 1.588 1.063
C -1.639 0.956 -1.140
H -0.481 -1.934 -0.503
Cl -2.904 1.903 -0.814
N -0.997 0.143 -0.500
C -0.159 -0.843 -0.249
C 1.659 0.437 0.750
H 1.473 -1.547 0.885

***

Bottom line: <1>, by a margin of 413.7 kJ/mol.